Entry 1:
DFT (ωB97M-V/def2-TZVPD) results for the molecule C3H6ClNO at a distorted geometry.

lowest unoccupied orbital energy = 0.8 eV
orbital gap = 10.78 eV
HOMO level = -0.3668 Eh
SMILES = C/N=C(\Cl)OC

Structure (ORCA input):
```
! RIJCOSX wB97M-V def2-TZVPD def2/J DEFGRID3
* xyz 0 1
C 0.0008 2.1017 0.0271
N 0.1621 0.6765 0.0998
C -0.7632 -0.1240 -0.0008
Cl -2.4669 0.2671 0.0657
O -0.5948 -1.6024 0.0818
C 0.7594 -2.1038 0.0384
H 0.5929 2.5065 0.7013
H -0.9823 2.2810 0.1166
H 0.2072 2.5219 -1.0422
H 0.9605 -2.0875 -0.9828
H 0.5763 -3.0563 0.3547
H 1.5480 -1.3806 0.5405
*
```

Entry 2:
DFT (ωB97M-V/def2-TZVPD) results for the molecule C3H6ClNO at a distorted geometry.

lowest unoccupied orbital energy = 1.0 eV
orbital gap = 10.84 eV
HOMO level = -0.3601 Eh
SMILES = C=C[C@H](Cl)ON

Structure (ORCA input):
```
! RIJCOSX wB97M-V def2-TZVPD def2/J DEFGRID3
* xyz 0 1
C -0.0198 -0.0831 2.1651
C 0.6687 -0.0497 1.0120
C 0.1198 -0.6378 -0.2487
Cl 1.1777 -1.8886 -0.8742
O 0.0051 0.6931 -1.0794
N -0.7877 0.6055 -2.2417
H 0.5397 0.3798 3.0640
H -0.9441 -0.3542 2.4319
H 1.6678 0.3282 1.0284
H -0.7448 -1.2345 -0.0693
H -1.5587 1.2402 -2.2124
H -0.1237 1.0009 -2.9757
*
```

Entry 3:
DFT (ωB97M-V/def2-TZVPD) results for a cluster of 2 separate species, C3H6ClNO2 in total at a distorted geometry.

lowest unoccupied orbital energy = 0.6 eV
orbital gap = 10.26 eV
HOMO level = -0.3557 Eh
SMILES = O=C1CNCO1.Cl

Structure (ORCA input):
```
! RIJCOSX wB97M-V def2-TZVPD def2/J DEFGRID3
* xyz 0 1
O -0.7627 -3.0579 1.0532
C -0.5284 -1.9019 0.8577
C 0.2951 -1.3475 -0.2964
N -0.2566 0.0089 -0.3954
C -0.4256 0.3834 0.9081
O -0.9953 -0.8267 1.5665
H 0.3999 -1.9213 -1.2623
H 1.2543 -1.1296 0.1086
H -1.1718 -0.0610 -0.8935
H 0.5282 0.5935 1.5155
H -1.1005 1.2458 1.1473
Cl -1.6977 4.1011 0.3113
H -1.8233 4.3668 1.5858
*
```

Entry 4:
DFT (ωB97M-V/def2-TZVPD) results for the molecule C3H6ClNS at a distorted geometry.

lowest unoccupied orbital energy = 0.8 eV
orbital gap = 8.91 eV
HOMO level = -0.2990 Eh
SMILES = Cl[C@H]1CNSC1

Structure (ORCA input):
```
! RIJCOSX wB97M-V def2-TZVPD def2/J DEFGRID3
* xyz 0 1
Cl 0.0777 1.9769 1.4281
C 0.0035 0.7723 0.1479
C 1.1114 -0.2116 0.2456
N 0.5938 -1.4021 -0.6962
S -1.0911 -1.5612 -0.4540
C -1.3565 0.1068 0.3589
H -0.1400 1.1943 -0.8928
H 2.0451 0.0179 -0.3311
H 1.1796 -0.8526 1.1976
H 0.8512 -1.3218 -1.6639
H -1.6999 -0.1649 1.3015
H -2.1449 0.5828 -0.0765
*
```

Entry 5:
DFT (ωB97M-V/def2-TZVPD) results for the molecule C3H6ClOP at a distorted geometry.

lowest unoccupied orbital energy = -0.7 eV
orbital gap = 8.04 eV
HOMO level = -0.3213 Eh
SMILES = CC(C)=POCl

Structure (ORCA input):
```
! RIJCOSX wB97M-V def2-TZVPD def2/J DEFGRID3
* xyz 0 1
C -1.3097 -0.9891 0.0471
C -0.0151 -0.2287 0.0998
C -0.0765 1.2345 -0.0218
P 1.1752 -1.3756 -0.0266
O 2.5435 -0.5481 0.1887
Cl 3.1079 0.9103 -0.5754
H -2.0474 -0.7679 -0.7016
H -1.2453 -2.0787 0.0142
H -1.9519 -0.9903 0.9120
H -0.1610 1.6141 1.0545
H -0.9560 1.6735 -0.6582
H 0.9364 1.5461 -0.3328
*
```

Entry 6:
DFT (ωB97M-V/def2-TZVPD) results for a structure of composition C3H6F12Li3N6O27S12 at a distorted geometry.

lowest unoccupied orbital energy = 3.4 eV
orbital gap = 5.35 eV
HOMO level = -0.0711 Eh

Structure (ORCA input):
```
! RIJCOSX wB97M-V def2-TZVPD def2/J DEFGRID3
* xyz -3 1
Li 0.8963 2.7050 -2.6831
Li 3.8964 1.4285 0.4109
Li -1.2756 2.7243 -1.6136
N 0.0930 1.3618 -1.4788
S 0.5754 1.1233 0.1180
O 1.9551 0.9100 0.3423
O -0.4029 0.5320 0.9370
F 0.3850 2.6781 0.5018
S -0.1830 -0.1940 -1.8119
O -1.4791 -0.6935 -1.5567
O 0.9526 -1.0238 -1.6690
F -0.1546 0.0284 -3.4304
N -4.3857 -4.3315 0.2387
S -4.6438 -2.7450 -0.2667
O -5.1990 -1.8634 0.7074
O -4.8917 -2.5005 -1.6473
F -3.0954 -2.4340 -0.1945
S -5.5048 -5.0434 -0.6267
O -5.1575 -5.4834 -1.9358
O -6.8536 -4.5586 -0.4383
F -5.5987 -6.4001 0.2470
N -1.3657 -4.9283 0.9415
S -0.6912 -6.2407 1.7261
O -0.8980 -6.1908 3.1370
O 0.4571 -6.8951 1.1944
F -1.8295 -7.2876 1.2592
S -0.0018 -4.1783 0.6252
O 0.6676 -4.5375 -0.5858
O 0.7482 -3.7735 1.7763
F -0.6030 -2.7674 0.1236
N 5.3529 -2.6395 -0.2814
S 3.9139 -3.0022 -0.9289
O 3.8440 -3.0390 -2.3577
O 2.7921 -2.5267 -0.2083
F 3.9663 -4.5577 -0.5779
S 5.4610 -1.1309 -0.8923
O 4.5127 -0.1220 -0.4836
O 5.9938 -1.1048 -2.2093
F 6.6934 -0.6521 0.0042
N -0.4588 4.0082 -2.8100
S -0.7466 5.5795 -2.6216
O -2.0229 5.8981 -2.1054
O -0.0633 6.4547 -3.4999
F 0.1656 5.7321 -1.2972
S -1.2000 3.9923 -4.3710
O -0.3172 4.3091 -5.4244
O -2.5909 4.2029 -4.3751
F -1.1247 2.3879 -4.3661
N 4.3553 1.7533 2.2549
S 3.2892 1.8450 3.4447
O 3.5763 2.8961 4.3625
O 2.7097 0.6292 3.8618
F 2.1057 2.5011 2.5680
S 5.5589 0.8555 2.9468
O 5.5624 -0.5023 2.5784
O 5.8946 1.2029 4.2841
F 6.7779 1.4952 2.1431
C -3.8154 0.9085 0.7803
O -3.0471 1.7265 1.6821
C -2.4897 2.8217 1.2632
O -2.4604 3.2400 0.1066
O -1.9858 3.4882 2.2883
C -1.3081 4.7046 2.0947
H -3.2063 0.3567 0.0594
H -4.4744 1.5218 0.1660
H -4.3039 0.1777 1.4106
H -0.7520 4.7053 1.1591
H -0.5722 4.9112 2.8702
H -1.9983 5.5508 2.1333
*
```

Entry 7:
DFT (ωB97M-V/def2-TZVPD) results for the molecule C3H6F2O2S at a distorted geometry.

lowest unoccupied orbital energy = 0.8 eV
orbital gap = 11.16 eV
HOMO level = -0.3790 Eh
SMILES = CCS(=O)(=O)C(F)F

Structure (ORCA input):
```
! RIJCOSX wB97M-V def2-TZVPD def2/J DEFGRID3
* xyz 0 1
C 0.9178 1.7973 0.6214
C 0.9226 0.3928 -0.0288
S -0.5606 -0.4304 0.6127
O -0.1575 -1.2877 1.6711
O -1.5743 0.5718 0.7468
C -1.2119 -1.7340 -0.9170
F -1.5365 -1.0419 -2.0462
F -0.1413 -2.4332 -1.2209
H 0.1193 2.3247 0.2466
H 1.0008 1.6916 1.6953
H 1.8176 2.2364 0.3058
H 1.7389 -0.3699 0.1090
H 0.7348 0.5454 -1.0683
H -2.0697 -2.2629 -0.7272
*
```

Entry 8:
DFT (ωB97M-V/def2-TZVPD) results for a cluster of 2 separate species, C3H6F3N in total at a distorted geometry.

lowest unoccupied orbital energy (spin up / spin down) = 1.0 / -1.4 eV
orbital gap (spin up / spin down) = 7.94 / 10.89 eV
<S²> = 2.01
HOMO level (spin up / spin down) = -0.2539 / -0.4529 Eh

Structure (ORCA input):
```
! RIJCOSX wB97M-V def2-TZVPD def2/J DEFGRID3
* xyz 0 3
C 1.0258 0.4468 1.1758
C 0.3004 -0.4134 -1.3140
C 0.5788 -0.4906 0.1702
N -2.0526 0.0355 0.6080
F 0.5380 -1.7726 0.4782
F -1.9312 1.4206 0.4531
F -2.6035 -0.2950 -0.6179
H 1.0960 -0.0644 2.0780
H 2.0098 0.9494 0.7821
H 0.3812 1.2847 1.5075
H 0.1308 0.6069 -1.8072
H 1.1794 -0.6923 -1.9644
H -0.6527 -1.0156 -1.5494
*
```

Entry 9:
DFT (ωB97M-V/def2-TZVPD) results for the molecule C3H6F3NO at a distorted geometry.

lowest unoccupied orbital energy = 0.8 eV
orbital gap = 11.36 eV
HOMO level = -0.3862 Eh
SMILES = N[C@@H](F)[C@@H](O)C(F)F

Structure (ORCA input):
```
! RIJCOSX wB97M-V def2-TZVPD def2/J DEFGRID3
* xyz 0 1
N -1.1652 0.0850 -1.1177
C -0.7758 0.6880 0.0372
F -1.7962 0.6388 1.0076
C 0.5426 -0.0929 0.6887
O 0.1673 -1.1790 1.5609
C 1.3826 -0.3476 -0.6025
F 2.6548 -0.7808 -0.2779
F 1.5829 0.8443 -1.1861
H -1.9165 0.6693 -1.5155
H -1.5290 -0.8806 -1.0349
H -0.5251 1.7620 -0.0301
H 0.9441 0.5404 1.4166
H -0.3881 -0.7857 2.1680
H 0.8214 -1.1609 -1.1144
*
```

Entry 10:
DFT (ωB97M-V/def2-TZVPD) results for a cluster of 2 separate species, C3H6F3P in total at a distorted geometry.

lowest unoccupied orbital energy = 0.0 eV
orbital gap = 10.10 eV
HOMO level = -0.3703 Eh

Structure (ORCA input):
```
! RIJCOSX wB97M-V def2-TZVPD def2/J DEFGRID3
* xyz 0 1
C 1.3931 0.5639 0.6390
C -1.2078 1.0603 -0.7079
C -0.8305 0.3727 0.5047
F 2.5721 -2.0736 -0.0779
F 0.8684 -2.0594 1.4610
F 0.4265 -1.8208 -0.8554
P 1.2757 -1.0854 0.2967
H 1.3123 1.1058 -0.2535
H -0.6345 0.3977 -1.5188
H -0.7432 2.0078 -0.7182
H -2.2125 1.1672 -0.8504
H -0.8053 0.8849 1.4655
H -1.4145 -0.5210 0.6151
*
```

Entry 11:
DFT (ωB97M-V/def2-TZVPD) results for a structure of composition C3H6F6Li2N3O15S6 at a distorted geometry.

lowest unoccupied orbital energy = 1.1 eV
orbital gap = 8.20 eV
HOMO level = -0.2604 Eh

Structure (ORCA input):
```
! RIJCOSX wB97M-V def2-TZVPD def2/J DEFGRID3
* xyz -1 1
Li 1.0658 2.4641 -2.2237
Li 0.2495 0.6356 -0.6803
N -0.5161 1.2699 -2.3749
S -2.1964 1.7311 -2.3034
O -2.9649 1.0352 -1.3094
O -2.7881 2.2216 -3.5581
F -1.8490 3.0637 -1.4881
S -0.7006 0.4885 -3.6536
O -0.4906 1.1647 -4.9225
O -1.5121 -0.7106 -3.5742
F 0.7346 -0.2360 -3.4463
N -0.4915 0.8607 3.8378
S -1.3218 0.9513 2.3658
O -2.6952 0.4601 2.3471
O -0.5483 0.6759 1.1771
F -1.5524 2.5627 2.3125
S -0.9362 -0.5759 4.1474
O -0.3725 -1.5634 3.2672
O -2.2489 -0.7331 4.7720
F 0.0254 -0.7083 5.4503
N 1.7853 1.8136 -0.4963
S 2.1242 2.7740 0.9124
O 3.1002 3.8064 0.6801
O 2.0680 2.0502 2.1792
F 0.7435 3.6362 0.9593
S 3.1191 1.0010 -0.2528
O 3.0189 -0.0502 0.7853
O 4.4302 1.5865 -0.5216
F 2.8688 0.1948 -1.6402
C -2.4078 -1.8876 0.0324
O -1.3137 -2.7087 0.3132
C -0.0852 -2.3840 -0.0589
O 0.2996 -1.2888 -0.5070
O 0.6036 -3.5209 -0.0734
C 1.9912 -3.6812 -0.4980
H -2.8159 -2.1834 -0.9341
H -2.2491 -0.8096 0.0600
H -3.1773 -2.2761 0.6995
H 2.3699 -2.7282 -0.8676
H 2.0049 -4.4606 -1.2597
H 2.6304 -3.9416 0.3456
*
```

Entry 12:
DFT (ωB97M-V/def2-TZVPD) results for the molecule C3H6FNO at a distorted geometry.

lowest unoccupied orbital energy = 1.0 eV
orbital gap = 10.61 eV
HOMO level = -0.3546 Eh
SMILES = C/C(CF)=N\O

Structure (ORCA input):
```
! RIJCOSX wB97M-V def2-TZVPD def2/J DEFGRID3
* xyz 0 1
C -0.2372 1.3158 0.0513
C -0.0269 -0.0173 0.1329
C 1.2788 -0.5761 0.3668
F 2.3507 -0.0273 -0.3966
N -1.0620 -0.7977 -0.0803
O -2.3327 -0.1426 -0.0788
H 0.4980 2.1327 -0.0845
H -0.4585 1.6743 1.0538
H -1.0685 1.5896 -0.6500
H 1.3116 -0.2505 1.4028
H 1.3540 -1.6863 0.2059
H -2.7858 -0.8227 -0.4724
*
```

Entry 13:
DFT (ωB97M-V/def2-TZVPD) results for the molecule C3H6FNS at a distorted geometry.

lowest unoccupied orbital energy = 0.9 eV
orbital gap = 9.56 eV
HOMO level = -0.3179 Eh
SMILES = C=NSCCF

Structure (ORCA input):
```
! RIJCOSX wB97M-V def2-TZVPD def2/J DEFGRID3
* xyz 0 1
C 2.4008 -0.6875 -0.0184
N 1.2698 -0.4173 -0.2710
S 0.7265 1.1540 0.0758
C -0.9315 1.1029 -0.1519
C -1.3717 -0.4629 0.2995
F -2.6808 -0.3485 -0.1340
H 3.1538 0.2536 0.1630
H 2.7986 -1.7193 -0.0405
H -1.4363 1.3488 -1.3117
H -1.5191 2.0019 0.5266
H -1.0891 -1.3760 -0.5596
H -1.3212 -0.8498 1.4223
*
```

Entry 14:
DFT (ωB97M-V/def2-TZVPD) results for a structure of composition C3H6FNS at a distorted geometry.

lowest unoccupied orbital energy = 0.5 eV
orbital gap = 9.46 eV
HOMO level = -0.3305 Eh

Structure (ORCA input):
```
! RIJCOSX wB97M-V def2-TZVPD def2/J DEFGRID3
* xyz 0 1
C -1.4287 1.3040 1.6941
C 1.3158 -1.1329 -0.3409
C 0.8485 -0.6450 -1.6548
H -1.2276 2.6153 1.8129
H -2.6127 1.4008 1.3000
H -1.3543 0.6083 2.6346
H 2.1985 -1.8121 -0.1554
H 0.4556 0.5280 -1.6243
H -0.1381 -1.2639 -2.1469
N 0.8134 -0.7040 0.8639
F 1.7313 -1.1398 -2.5778
S -0.6017 0.2414 0.1945
*
```

Entry 15:
DFT (ωB97M-V/def2-TZVPD) results for a structure of composition C3H6FO4S2 at a distorted geometry.

lowest unoccupied orbital energy = 3.5 eV
orbital gap = 7.48 eV
HOMO level = -0.1476 Eh

Structure (ORCA input):
```
! RIJCOSX wB97M-V def2-TZVPD def2/J DEFGRID3
* xyz -1 1
C 0.3399 -2.1139 1.3186
C -1.4693 1.9863 -1.5629
C 1.0547 -0.8308 1.5494
O 0.9145 1.4630 -0.7999
O 2.7859 -0.7787 -0.2829
O -0.4616 -0.4409 -1.6520
O -0.9666 0.4839 0.5540
F 0.5541 -0.1435 2.5616
S 2.0485 0.1292 0.6330
S -0.3723 0.7302 -0.7680
H 0.7460 -2.6071 0.3147
H 0.3703 -2.7325 2.1069
H -0.6134 -1.8582 1.1501
H -1.9486 1.5042 -2.4178
H -2.1044 2.2875 -0.8700
H -0.8776 2.9213 -1.8347
*
```

Entry 16:
DFT (ωB97M-V/def2-TZVPD) results for a structure of composition C3H6GaNO4S at a distorted geometry.

lowest unoccupied orbital energy (spin up / spin down) = -5.3 / -7.1 eV
orbital gap (spin up / spin down) = 8.79 / 8.54 eV
<S²> = 0.75
HOMO level (spin up / spin down) = -0.5188 / -0.5763 Eh

Structure (ORCA input):
```
! RIJCOSX wB97M-V def2-TZVPD def2/J DEFGRID3
* xyz 1 2
O -0.6488 1.7024 0.0815
C -1.8949 1.1776 -0.1852
C -2.0254 -0.2942 0.2019
O -1.0945 -1.0921 -0.5307
C 0.1210 -1.2751 -0.0019
Ga 0.8707 0.8834 -0.1258
H -2.1622 1.2687 -1.2576
H -2.6892 1.7062 0.3795
H -3.0242 -0.6719 -0.0502
H -1.8425 -0.4273 1.2798
H 0.7637 -1.9244 -0.6014
H 0.1851 -1.3285 1.0945
N 2.5235 0.8385 -1.0382
S 3.4143 0.1504 -0.0834
O 4.6529 -0.5452 -0.4163
O 2.8506 -0.1686 1.2534
*
```